ORCA calculation (the ωB97M-V functional and the def2-TZVPD basis) on a structure of composition C26H24Cl2CrN8O2S2 in a non-equilibrium geometry.

Structure (XYZ):
```
65
Properties=species:S:1:pos:R:3:mulliken_spin:R:1
Cr 0.433 -0.052 -1.875 3.074
C 4.565 -0.748 -0.984 -0.003
C 3.187 -0.719 -1.544 0.004
N 2.325 0.192 -1.241 -0.093
N 2.626 1.189 -0.351 -0.005
C 1.660 2.093 -0.026 -0.008
N 1.954 2.938 0.955 0.001
S 0.166 2.141 -0.814 -0.029
C 2.653 -1.766 -2.441 0.048
C 3.404 -2.778 -2.978 0.006
C 2.752 -3.763 -3.728 0.008
C 1.393 -3.693 -3.904 0.003
C 0.693 -2.623 -3.345 0.033
N 1.315 -1.680 -2.656 -0.046
H 4.517 -0.803 0.107 0.002
H 5.122 0.146 -1.276 0.002
H 5.115 -1.621 -1.315 0.000
H 3.521 1.171 0.116 0.000
H 2.862 2.973 1.389 0.000
H 1.243 3.569 1.299 0.002
H 4.464 -2.846 -2.794 0.001
H 3.318 -4.585 -4.144 0.000
H 0.851 -4.453 -4.447 0.000
H -0.378 -2.522 -3.444 -0.007
C 0.174 4.478 4.406 0.000
O -0.447 4.075 3.191 0.000
C -1.356 3.055 3.264 -0.001
C -1.523 2.233 4.369 0.000
C -2.463 1.209 4.311 0.000
C -3.191 0.964 3.159 0.000
C -3.049 1.829 2.071 0.000
C -2.148 2.869 2.131 0.002
N -4.144 -0.114 3.252 0.004
N -4.425 -0.844 2.292 -0.001
C -3.642 -0.799 1.094 0.015
C -4.274 -0.649 -0.110 -0.014
C -3.550 -0.477 -1.311 0.024
C -2.181 -0.485 -1.286 0.033
O -1.387 -0.274 -2.353 -0.025
C -1.529 -0.763 -0.060 -0.063
N -0.160 -0.818 -0.118 -0.009
C 0.520 -1.158 0.955 0.026
C -0.116 -1.485 2.160 -0.010
C -1.475 -1.376 2.253 0.018
C -2.228 -0.967 1.128 0.019
H 0.687 5.411 4.192 0.000
H 0.893 3.730 4.748 0.000
H -0.570 4.650 5.185 0.000
H -0.949 2.376 5.272 0.000
H -2.623 0.569 5.170 0.000
H -3.666 1.719 1.189 0.001
H -2.054 3.562 1.306 0.000
H -5.356 -0.600 -0.121 0.000
H -4.071 -0.320 -2.245 0.000
H 1.593 -1.230 0.864 -0.007
H 0.480 -1.831 2.991 0.001
H -1.980 -1.621 3.177 -0.001
Cl -0.186 -0.757 -6.119 0.001
C -0.625 0.599 -5.108 0.004
Cl 0.741 1.098 -4.029 -0.015
H -1.440 0.335 -4.442 0.002
H -0.827 1.467 -5.725 -0.001
S -0.482 -4.151 -0.893 0.004
C 1.083 -3.798 -0.497 0.001
N 2.184 -3.470 -0.270 0.001
```

Summary:
multiplicity	4
E	-4354.75737	Eh
charge	+1
energy relative to the best compared isomer or geometry (same formula, charge and spin)	18.1	kcal/mol


ORCA calculation (the ωB97M-V functional and the def2-TZVPD basis) on the molecule C13H16N4O3S2 in a non-equilibrium geometry.

Structure (XYZ):
```
38
Properties=species:S:1:pos:R:3:nbo_charge:R:1
C 5.858 -2.624 -1.905 -0.634
C 4.473 -3.091 -2.331 -0.073
O 3.454 -2.262 -1.782 -0.513
C 3.049 -2.537 -0.530 0.778
O 3.481 -3.456 0.129 -0.618
C 2.031 -1.592 -0.105 -0.434
S 1.524 -0.309 -1.173 0.482
C 0.438 0.194 0.092 0.247
N -0.376 1.276 -0.064 -0.647
C -0.399 1.987 -1.219 0.669
O 0.304 1.733 -2.173 -0.586
C -1.378 3.147 -1.198 -0.605
S -3.116 2.596 -1.274 0.272
C -3.425 2.273 0.415 0.207
N -2.512 2.099 1.345 -0.540
C -3.196 1.880 2.500 -0.066
C -4.535 1.924 2.255 -0.103
N -4.678 2.182 0.916 -0.340
C -5.906 2.289 0.184 -0.408
N 0.459 -0.516 1.174 -0.500
C 1.349 -1.531 1.091 0.250
C 1.508 -2.451 2.247 -0.658
H 5.965 -2.718 -0.827 0.223
H 6.615 -3.235 -2.389 0.213
H 6.005 -1.584 -2.186 0.210
H 4.347 -3.016 -3.413 0.188
H 4.305 -4.123 -2.004 0.199
H -1.049 1.519 0.696 0.461
H -1.229 3.758 -2.088 0.260
H -1.266 3.742 -0.293 0.256
H -2.670 1.707 3.416 0.221
H -5.380 1.799 2.899 0.222
H -6.683 2.693 0.832 0.220
H -6.223 1.310 -0.185 0.212
H -5.759 2.951 -0.669 0.227
H 2.260 -3.201 2.026 0.254
H 1.799 -1.882 3.127 0.226
H 0.556 -2.933 2.461 0.226
```

Summary:
E	-1746.15949	Eh
SMILES	CCOC(=O)c1sc(NC(=O)CSc2nccn2C)nc1C
charge	0
energy relative to the best compared isomer or geometry (same formula, charge and spin)	0.0	kcal/mol


ORCA calculation (the ωB97M-V functional and the def2-TZVPD basis) on the molecule C21H28N4O3S in a non-equilibrium geometry.

Structure (XYZ):
```
57
Properties=species:S:1:pos:R:3:nbo_charge:R:1
C 2.404 -0.115 2.457 -0.450
N 0.979 0.126 2.342 -0.661
C 0.502 1.127 3.281 -0.438
S 0.101 -1.295 2.622 2.455
O -1.265 -0.993 2.318 -0.961
O 0.400 -1.784 3.931 -0.941
N 0.612 -2.376 1.479 -0.709
C 0.065 -2.133 0.158 -0.315
C 0.617 -0.840 -0.448 0.688
O 1.828 -0.684 -0.521 -0.670
N -0.236 0.081 -0.927 -0.430
C -1.680 0.111 -0.891 -0.235
C -2.145 1.203 0.093 -0.237
N -1.583 2.508 -0.170 -0.444
C -2.321 3.386 -1.060 -0.247
C -2.401 2.990 -2.517 0.046
C -1.442 3.426 -3.424 -0.249
C -1.494 3.038 -4.751 -0.205
C -2.512 2.209 -5.193 -0.219
C -3.482 1.781 -4.302 -0.196
C -3.427 2.172 -2.975 -0.256
C -0.150 2.437 -0.343 -0.228
C 0.299 1.365 -1.349 -0.248
C 1.721 -3.223 1.667 0.218
C 1.799 -3.991 2.826 -0.248
C 2.868 -4.847 3.018 -0.191
C 3.855 -4.970 2.055 -0.225
C 3.771 -4.218 0.896 -0.204
C 2.716 -3.345 0.700 -0.266
H 2.728 -0.683 1.589 0.244
H 2.642 -0.664 3.375 0.197
H 2.922 0.842 2.460 0.211
H 0.748 0.857 4.314 0.196
H 0.953 2.088 3.037 0.209
H -0.578 1.192 3.181 0.228
H 0.341 -2.971 -0.488 0.243
H -1.015 -2.110 0.285 0.235
H -2.100 -0.842 -0.581 0.214
H -2.031 0.335 -1.905 0.207
H -3.233 1.270 0.078 0.200
H -1.830 0.887 1.093 0.225
H -3.335 3.462 -0.654 0.202
H -1.855 4.374 -0.983 0.201
H -0.649 4.081 -3.089 0.210
H -0.741 3.385 -5.444 0.215
H -2.555 1.906 -6.228 0.215
H -4.286 1.145 -4.642 0.213
H -4.194 1.842 -2.288 0.210
H 0.225 3.416 -0.645 0.201
H 0.282 2.173 0.628 0.204
H 1.386 1.292 -1.365 0.248
H -0.071 1.587 -2.354 0.203
H 1.030 -3.897 3.573 0.243
H 2.921 -5.432 3.924 0.213
H 4.684 -5.646 2.206 0.213
H 4.536 -4.302 0.138 0.214
H 2.677 -2.738 -0.191 0.248
```

Summary:
E	-1659.93713	Eh
SMILES	CN(C)S(=O)(=O)N(CC(=O)N1CCN(Cc2ccccc2)CC1)c1ccccc1
charge	0
energy relative to the best compared isomer or geometry (same formula, charge and spin)	83.2	kcal/mol


ORCA calculation (the ωB97M-V functional and the def2-TZVPD basis) on the ion C9H16P with charge +1 in a non-equilibrium geometry.

Structure (XYZ):
```
26
Properties=species:S:1:pos:R:3:nbo_charge:R:1
C -0.258 -1.859 0.669 -0.459
C 0.265 -2.105 -0.731 -0.081
C -2.337 0.631 -0.011 -0.156
C -1.529 0.346 1.238 -0.464
C -2.124 0.156 -1.224 -0.433
C -0.202 -0.355 1.057 -0.502
C 0.947 -1.122 -1.280 -0.526
C 0.703 1.911 -0.742 -1.041
C 2.788 0.520 0.778 -0.862
P 1.133 0.283 -0.084 1.461
H 0.275 -2.582 1.246 0.250
H 0.197 -2.920 -1.400 0.251
H -1.250 -2.182 0.640 0.249
H -3.053 1.277 0.261 0.206
H -1.496 1.270 1.655 0.233
H -2.232 -0.143 1.990 0.256
H -2.801 0.451 -2.001 0.220
H -1.414 -0.690 -1.566 0.207
H 0.415 -0.498 2.088 0.275
H 1.316 -1.083 -2.276 0.256
H 0.317 2.613 0.008 0.282
H -0.247 1.951 -1.438 0.312
H 1.530 2.404 -1.399 0.286
H 3.215 -0.485 0.845 0.272
H 2.502 1.196 1.567 0.266
H 3.339 1.016 0.110 0.244
```

Summary:
E	-693.54328	Eh
charge	+1
energy relative to the best compared isomer or geometry (same formula, charge and spin)	30.8	kcal/mol


ORCA calculation (the ωB97M-V functional and the def2-TZVPD basis) on the molecule C22H22N2O3S.

Structure (XYZ):
```
50
Properties=species:S:1:pos:R:3:nbo_charge:R:1
C -1.539 -3.649 -1.670 -0.363
C -1.085 -3.171 -0.527 -0.205
C -1.961 -2.954 0.674 -0.272
N -2.284 -1.538 0.817 -0.443
C -1.422 -0.662 1.394 0.361
S 0.091 -1.316 2.011 0.241
C 1.115 0.203 2.020 -0.538
C 2.090 0.208 0.890 -0.112
C 3.450 0.203 1.134 -0.149
C 4.375 0.237 0.091 -0.204
C 5.843 0.242 0.294 0.578
C 6.342 0.136 1.715 -0.717
O 6.609 0.324 -0.642 -0.545
C 3.894 0.271 -1.217 -0.119
C 2.542 0.262 -1.484 -0.329
C 1.621 0.220 -0.440 0.424
O 0.277 0.161 -0.583 -0.531
C -0.328 0.266 -1.858 -0.061
C -0.413 1.711 -2.331 -0.638
N -1.625 0.599 1.528 -0.560
C -2.761 1.141 1.001 0.262
C -2.977 2.520 1.098 -0.249
C -4.114 3.073 0.557 -0.173
C -5.058 2.276 -0.090 -0.238
C -4.860 0.918 -0.194 -0.136
C -3.713 0.337 0.350 -0.233
C -3.484 -1.097 0.239 0.664
O -4.232 -1.884 -0.303 -0.607
H -0.900 -3.777 -2.528 0.199
H -2.571 -3.932 -1.791 0.203
H -0.052 -2.872 -0.412 0.211
H -2.912 -3.475 0.544 0.254
H -1.466 -3.293 1.588 0.220
H 0.381 1.007 1.937 0.287
H 1.622 0.236 2.982 0.232
H 3.782 0.184 2.160 0.212
H 5.967 -0.773 2.179 0.228
H 6.002 0.992 2.294 0.229
H 7.429 0.117 1.710 0.240
H 4.610 0.302 -2.024 0.238
H 2.211 0.285 -2.510 0.221
H 0.193 -0.364 -2.588 0.177
H -1.335 -0.140 -1.718 0.199
H -0.933 1.754 -3.284 0.219
H -0.963 2.302 -1.602 0.221
H 0.579 2.141 -2.448 0.212
H -2.238 3.125 1.601 0.224
H -4.279 4.138 0.633 0.216
H -5.945 2.728 -0.508 0.217
H -5.573 0.276 -0.688 0.235
```

Summary:
E	-1584.97852	Eh
SMILES	C=CCn1c(SCc2cc(C(C)=O)ccc2OCC)nc2ccccc2c1=O
charge	0
energy relative to the best compared isomer or geometry (same formula, charge and spin)	11.6	kcal/mol


ORCA calculation (the ωB97M-V functional and the def2-TZVPD basis) on a structure of composition C4H6EuO2 in a non-equilibrium geometry.

Structure (XYZ):
```
13
Properties=species:S:1:pos:R:3:mulliken_spin:R:1
O -0.549 -2.152 1.607 0.000
C -0.018 -1.358 0.572 0.003
C -0.109 0.096 1.028 0.004
C 0.468 1.032 0.067 0.035
C 0.915 1.680 -0.888 -0.028
H -0.476 -3.080 1.368 0.000
H -0.586 -1.486 -0.364 -0.001
H 1.035 -1.614 0.371 0.000
H 0.427 0.227 1.981 0.003
H -1.158 0.366 1.226 0.000
H 1.453 2.568 -1.210 0.001
O 0.107 1.490 -3.520 0.952
Eu -1.509 2.232 -2.237 7.031
```

Summary:
multiplicity	9
E	-1016.39758	Eh
charge	+1
energy relative to the best compared isomer or geometry (same formula, charge and spin)	27.2	kcal/mol